Entry 1:
Computed, not measured: C47H45ClMoN2O6P2SSb as an isolated structure, with ωB97M-V with the def2-TZVPD basis set.

Summary:
**Multiplicity**: 3
**HOMO level (alpha / beta)**: -15.971 / -15.992 eV
**E**: -4227.7862 Ha
**LUMO energy (alpha / beta)**: -0.3286 / -0.3273 Eh
**Total charge**: +3
**ΔE to the lowest compared entry with this formula, charge and spin**: 65.3 kJ/mol

XYZ file:
```
106
C47H45ClMoN2O6P2SSb ωB97M-V with the def2-TZVPD basis set
Mo 1.1114 -0.6919 0.6512
C 3.8943 -1.4567 5.0722
O 2.7044 -0.9885 4.3922
C 2.6047 -1.0519 3.1115
O 1.5532 -0.6098 2.5750
N 3.6047 -1.5254 2.3551
N 3.3510 -1.6660 0.9799
H 3.7407 -1.2121 6.1165
H 4.7773 -0.9379 4.7006
H 3.9909 -2.5376 4.9658
H 4.2964 -2.1309 2.7722
H 3.2287 -2.6511 0.7512
H 4.1428 -1.2928 0.4684
O 1.8025 -0.8447 -1.2460
P 1.8064 0.1146 -2.4719
C 2.7493 1.6244 -2.0308
P 2.4580 2.2504 -0.3298
O 2.4020 1.0197 0.5755
C 0.9977 3.2911 -0.2775
C 0.2253 3.3321 0.8814
C -0.8049 4.2534 0.9833
C -1.0349 5.1576 -0.0447
C -0.2295 5.1542 -1.1765
C 0.7858 4.2212 -1.2959
C 3.8301 3.2698 0.1894
C 4.6620 3.9503 -0.6947
C 5.6332 4.8008 -0.1905
C 5.7593 4.9817 1.1793
C 4.9165 4.3127 2.0597
C 3.9461 3.4578 1.5688
C 2.6828 -0.6563 -3.8254
C 4.0618 -0.8646 -3.7321
C 4.7387 -1.4565 -4.7821
C 4.0469 -1.8484 -5.9224
C 2.6767 -1.6507 -6.0143
C 1.9908 -1.0461 -4.9732
C 0.1222 0.4369 -2.9853
C -0.3410 1.6561 -3.4633
C -1.6328 1.7520 -3.9593
C -2.4455 0.6313 -4.0083
C -1.9685 -0.5986 -3.5639
C -0.6926 -0.6993 -3.0429
H 2.5860 2.3810 -2.8005
H 3.8043 1.3386 -2.0603
H 0.4454 2.6591 1.7012
H -1.4200 4.2867 1.8738
H -1.8245 5.8924 0.0423
H -0.3798 5.8941 -1.9512
H 1.4314 4.2399 -2.1671
H 4.5584 3.8196 -1.7658
H 6.2904 5.3268 -0.8695
H 6.5166 5.6511 1.5642
H 5.0137 4.4656 3.1259
H 3.2770 2.9348 2.2420
H 4.6067 -0.5744 -2.8406
H 5.8066 -1.6142 -4.7166
H 4.5806 -2.3076 -6.7435
H 2.1398 -1.9656 -6.8985
H 0.9266 -0.8743 -5.0580
H 0.2964 2.5305 -3.4635
H -1.9918 2.6983 -4.3413
H -3.4418 0.7097 -4.4215
H -2.5706 -1.4896 -3.6690
H -0.3070 -1.6574 -2.7125
Cl 0.4637 -4.6350 4.3484
C -0.4077 -3.4160 3.4051
C 0.3623 -3.0039 2.1686
O 1.5255 -3.3199 1.9873
O -0.2486 -2.1865 1.3412
H -0.5347 -2.5289 4.0273
H -1.3911 -3.8045 3.1627
S -0.8443 0.3175 0.3034
Sb -2.7295 -1.2512 0.7185
C -4.1546 0.2177 0.0867
C -3.9230 1.5277 0.4940
C -4.7883 2.5296 0.0845
C -5.8736 2.2249 -0.7263
C -6.1165 0.9121 -1.1002
C -5.2599 -0.1016 -0.6923
C -3.1249 -3.2114 -0.0848
C -2.7398 -4.3089 0.6720
C -3.1258 -5.5774 0.2681
C -3.8829 -5.7421 -0.8842
C -4.2607 -4.6362 -1.6333
C -3.8844 -3.3609 -1.2377
C -2.9444 -1.4042 2.8284
C -2.3736 -0.4570 3.6694
C -2.7139 -0.4633 5.0139
C -3.6121 -1.4034 5.5032
C -4.1587 -2.3585 4.6573
C -3.8314 -2.3616 3.3086
H -3.0778 1.7682 1.1262
H -4.6191 3.5492 0.4046
H -6.5390 3.0136 -1.0512
H -6.9796 0.6657 -1.7048
H -5.4798 -1.1271 -0.9573
H -2.1589 -4.1821 1.5736
H -2.8431 -6.4379 0.8596
H -4.1844 -6.7328 -1.1955
H -4.8605 -4.7657 -2.5242
H -4.2022 -2.5064 -1.8167
H -1.6664 0.2707 3.2863
H -2.2875 0.2728 5.6825
H -3.8936 -1.3871 6.5473
H -4.8502 -3.0955 5.0425
H -4.2747 -3.0981 2.6491
```



Entry 2:
Computed, not measured: C47H45GdN5P2S2 as an isolated structure, with ωB97M-V with the def2-TZVPD basis set.

Summary:
**Multiplicity**: 8
**HOMO level (alpha / beta)**: -9.696 / -9.853 eV
**E**: -4336.4856 Ha
**LUMO energy (alpha / beta)**: -0.1192 / -0.0689 Eh
**Total charge**: +1
**ΔE to the lowest compared entry with this formula, charge and spin**: 100.5 kJ/mol

XYZ file:
```
102
C47H45GdN5P2S2 ωB97M-V with the def2-TZVPD basis set
Gd 0.5656 -0.6661 -0.4780
C 0.7497 -0.8709 -4.0526
C -0.5417 -0.0541 -3.8505
C -0.2223 1.3631 -3.4726
C -0.5380 2.4214 -4.3186
C -0.1606 3.7067 -3.9748
C 0.5183 3.8921 -2.7824
C 0.7729 2.7857 -1.9912
N 0.4261 1.5380 -2.3141
N 1.0063 -1.7910 -2.9355
C 2.4057 -2.2220 -2.9657
C 3.3723 -1.1471 -2.5392
C 4.7100 -1.2513 -2.9116
C 5.6140 -0.3017 -2.4691
C 5.1393 0.7528 -1.7011
C 3.7872 0.7961 -1.4115
N 2.9149 -0.1377 -1.7957
C 0.1366 -2.9604 -3.0897
C 0.0860 -3.8587 -1.8828
C -0.4881 -5.1166 -2.0206
C -0.5996 -5.9368 -0.9144
C -0.0924 -5.4773 0.2919
C 0.4761 -4.2161 0.3377
N 0.5562 -3.4011 -0.7185
H 1.5955 -0.1823 -4.1238
H 0.6954 -1.4331 -4.9972
H -1.1332 -0.4985 -3.0380
H -1.1470 -0.0641 -4.7564
H -1.0735 2.2414 -5.2365
H -0.3974 4.5383 -4.6195
H 0.8372 4.8710 -2.4604
H 1.2801 2.9254 -1.0444
H 2.6920 -2.5748 -3.9706
H 2.5128 -3.0651 -2.2737
H 5.0347 -2.0765 -3.5270
H 6.6592 -0.3828 -2.7273
H 5.8015 1.5221 -1.3343
H 3.3782 1.6176 -0.8407
H 0.4321 -3.5627 -3.9642
H -0.8869 -2.6137 -3.2618
H -0.8675 -5.4265 -2.9810
H -1.0725 -6.9039 -0.9963
H -0.1537 -6.0814 1.1815
H 0.8838 -3.8240 1.2614
S 0.0433 -1.4488 2.3911
P -0.3728 0.5113 2.1625
C -0.7437 1.1492 0.5776
P -2.2156 0.3607 0.0491
S -2.0519 -1.5057 -0.7472
C -3.5771 0.3212 1.2509
C -3.5754 -0.6975 2.1971
C -4.4782 -0.6593 3.2413
C -5.3737 0.3908 3.3438
C -5.4012 1.3832 2.3788
C -4.5000 1.3579 1.3313
C -2.8710 1.3701 -1.3182
C -2.5655 2.7225 -1.3747
C -3.0654 3.4987 -2.4035
C -3.8641 2.9274 -3.3803
C -4.1798 1.5807 -3.3173
C -3.6894 0.8022 -2.2866
C -1.4504 1.0755 3.5283
C -1.9329 2.3740 3.4119
C -2.7316 2.9091 4.4039
C -3.0418 2.1489 5.5206
C -2.5388 0.8657 5.6533
C -1.7426 0.3228 4.6586
C 1.1872 1.3529 2.6553
C 1.5480 1.4596 3.9939
C 2.7201 2.1048 4.3465
C 3.5579 2.6162 3.3681
C 3.2190 2.4813 2.0316
C 2.0379 1.8526 1.6785
H -2.8748 -1.5206 2.1027
H -4.4740 -1.4430 3.9825
H -6.0560 0.4296 4.1775
H -6.1260 2.1799 2.4479
H -4.5175 2.1305 0.5739
H -1.9385 3.1453 -0.6024
H -2.8439 4.5544 -2.4405
H -4.2521 3.5346 -4.1845
H -4.8191 1.1376 -4.0653
H -3.9356 -0.2493 -2.2303
H -1.6794 2.9461 2.5288
H -3.1145 3.9161 4.3155
H -3.6728 2.5608 6.2944
H -2.7741 0.2888 6.5373
H -1.3599 -0.6845 4.7543
H 0.8980 1.0432 4.7515
H 2.9787 2.2270 5.3876
H 4.4658 3.1297 3.6478
H 3.8709 2.8930 1.2737
H 1.7214 1.7662 0.6358
C 4.1586 -3.9288 2.1749
C 4.3472 -2.4111 2.3101
C 3.4401 -1.7422 1.4348
N 2.6781 -1.2896 0.7037
H 4.8951 -4.4474 2.7820
H 4.2773 -4.2380 1.1384
H 3.1673 -4.2190 2.5117
H 5.3680 -2.1237 2.0437
H 4.1559 -2.0871 3.3368
```



Entry 3:
Computed, not measured: C47H45O6P4Sr as an isolated structure, with ωB97M-V with the def2-TZVPD basis set.

Summary:
**Multiplicity**: 1
**HOMO level**: -8.713 eV
**E**: -3665.5858 Ha
**LUMO energy**: -0.0787 Eh
**Total charge**: +1
**ΔE to the lowest compared entry with this formula, charge and spin**: 61.2 kJ/mol

XYZ file:
```
103
C47H45O6P4Sr ωB97M-V with the def2-TZVPD basis set
Sr 1.2016 0.1367 0.9596
O 0.6891 0.5719 3.9084
C 0.3290 1.3615 3.0254
C -0.2990 2.6690 3.4305
C -0.5400 3.0345 4.7500
C -1.0859 4.2743 5.0358
C -1.3744 5.1555 3.9994
C -1.1340 4.8000 2.6791
C -0.6036 3.5463 2.3845
P -0.2030 2.9588 0.6896
C -1.6967 2.0024 0.2000
C -2.4588 1.2779 1.1160
C -3.5090 0.4715 0.6827
C -3.8239 0.3967 -0.6650
C -3.0674 1.1129 -1.5885
C -2.0043 1.8903 -1.1604
C -0.3792 4.4525 -0.3459
C 0.7911 5.0143 -0.8500
C 0.7475 6.1662 -1.6253
C -0.4724 6.7584 -1.9124
C -1.6482 6.1989 -1.4254
C -1.6020 5.0543 -0.6465
H -0.2869 2.3297 5.5335
H -1.2815 4.5650 6.0601
H -1.7873 6.1313 4.2213
H -1.3500 5.5078 1.8910
H -2.2349 1.3396 2.1737
H -4.0876 -0.0889 1.4072
H -4.6558 -0.2123 -0.9960
H -3.2997 1.0565 -2.6458
H -1.4120 2.4338 -1.8878
H 1.7448 4.5436 -0.6376
H 1.6643 6.5952 -2.0080
H -0.5107 7.6536 -2.5192
H -2.6015 6.6584 -1.6522
H -2.5237 4.6208 -0.2745
O 0.7781 0.3555 -1.4749
P 0.2630 -0.9554 -1.9974
C -1.0786 -1.6175 -0.9045
P -0.8238 -2.6383 0.5883
O 0.1942 -2.0459 1.5292
C -2.4354 -2.6764 1.3609
C -3.5454 -3.2327 0.7284
C -4.7825 -3.1846 1.3474
C -4.9088 -2.5861 2.5959
C -3.8025 -2.0372 3.2278
C -2.5595 -2.0755 2.6112
C -0.3412 -4.2820 0.0634
C 0.3629 -5.0440 0.9969
C 0.7887 -6.3200 0.6654
C 0.5151 -6.8386 -0.5938
C -0.1898 -6.0860 -1.5211
C -0.6201 -4.8093 -1.1920
C 1.6159 -2.1268 -2.1613
C 2.1649 -2.4002 -3.4117
C 3.3280 -3.1485 -3.5285
C 3.9671 -3.6252 -2.3953
C 3.4300 -3.3618 -1.1401
C 2.2680 -2.6185 -1.0252
C -0.5450 -0.8337 -3.5900
C -0.4547 0.3964 -4.2384
C -1.0590 0.5752 -5.4759
C -1.7464 -0.4750 -6.0651
C -1.8286 -1.7062 -5.4252
C -1.2304 -1.8884 -4.1901
H -1.8571 -2.0929 -1.4991
H -1.5560 -0.7045 -0.5142
H -3.4465 -3.7167 -0.2374
H -5.6475 -3.6182 0.8637
H -5.8766 -2.5537 3.0790
H -3.9050 -1.5772 4.2016
H -1.6911 -1.6393 3.0896
H 0.5882 -4.6294 1.9718
H 1.3352 -6.9103 1.3886
H 0.8510 -7.8342 -0.8517
H -0.4032 -6.4919 -2.5012
H -1.1657 -4.2329 -1.9208
H 1.6844 -2.0254 -4.3076
H 3.7305 -3.3511 -4.5119
H 4.8764 -4.2045 -2.4853
H 3.9029 -3.7515 -0.2479
H 1.8382 -2.4983 -0.0391
H 0.0846 1.2087 -3.7673
H -0.9918 1.5317 -5.9765
H -2.2190 -0.3389 -7.0286
H -2.3597 -2.5247 -5.8925
H -1.2903 -2.8554 -3.7114
C 5.7740 -0.2267 0.1204
O 5.3537 1.0895 0.4857
P 4.1759 1.2366 1.5585
O 4.9152 0.6656 2.8706
C 4.1532 0.3342 4.0438
O 4.2445 2.8335 1.6471
C 3.2730 3.5210 2.4479
H 6.4921 -0.1123 -0.6862
H 4.9301 -0.8260 -0.2363
H 6.2477 -0.7258 0.9652
H 4.5611 -0.5867 4.4529
H 3.0920 0.1965 3.8231
H 4.2588 1.1329 4.7760
H 3.6289 3.6027 3.4746
H 2.3081 3.0084 2.4381
H 3.1516 4.5150 2.0254
```



Entry 4:
Computed, not measured: C47H46FeN7O2SSb as an isolated structure, with ωB97M-V with the def2-TZVPD basis set.

Summary:
**Multiplicity**: 6
**HOMO level (alpha / beta)**: -15.751 / -15.820 eV
**E**: -4253.6473 Ha
**LUMO energy (alpha / beta)**: -0.3020 / -0.3825 Eh
**Total charge**: +3

XYZ file:
```
105
C47H46FeN7O2SSb ωB97M-V with the def2-TZVPD basis set
Fe 0.1675 0.0227 -0.6920
C -3.7862 -2.0844 -1.4181
O -3.3843 -2.2239 -0.0036
C -2.3570 -1.4305 0.1580
N -1.9826 -0.6684 -0.8006
C -2.9688 -0.8762 -1.9156
C -2.3770 -1.0992 -3.2853
C -3.0470 -0.6087 -4.4044
C -2.5627 -0.8658 -5.6809
C -1.4057 -1.6176 -5.8482
C -0.7306 -2.1013 -4.7370
C -1.2150 -1.8402 -3.4614
C -1.6843 -1.3675 1.4668
C -2.1291 -1.9243 2.6499
C -1.4031 -1.6429 3.8042
C -0.2766 -0.8296 3.7269
C 0.0895 -0.3573 2.4778
N -0.6005 -0.6228 1.3850
C 1.3035 0.4219 2.1646
N 1.6622 0.6164 0.9558
C 2.9942 1.2919 1.0109
C 3.1725 1.5851 2.5156
O 2.0557 0.8587 3.1505
C 3.1775 2.5247 0.1470
C 2.2712 2.9340 -0.8218
C 2.5556 4.0023 -1.6634
C 3.7452 4.6980 -1.5188
C 4.6434 4.3244 -0.5252
C 4.3639 3.2390 0.2935
H -4.8595 -1.9433 -1.4551
H -3.5205 -3.0017 -1.9322
H -3.5895 0.0199 -1.9448
H -3.9587 -0.0288 -4.2775
H -3.0931 -0.4864 -6.5462
H -1.0400 -1.8363 -6.8450
H 0.1656 -2.7003 -4.8716
H -0.7025 -2.2411 -2.5946
H -3.0131 -2.5511 2.6660
H -1.7117 -2.0546 4.7577
H 0.3081 -0.5707 4.6027
H 3.7221 0.5468 0.6826
H 3.0508 2.6378 2.7432
H 4.1004 1.2188 2.9378
H 1.3335 2.4169 -0.9300
H 1.8544 4.2893 -2.4434
H 3.9751 5.5264 -2.1798
H 5.5759 4.8644 -0.4023
H 5.0917 2.9361 1.0451
C 2.0506 -4.9822 -1.0150
C 2.2722 -3.7529 -1.8209
N 2.9650 -3.6570 -2.8976
N 2.8360 -2.3348 -3.2778
C 2.0842 -1.6054 -2.4786
S 1.6572 0.0262 -2.5946
N 1.7106 -2.4999 -1.5318
N 0.9088 -2.1386 -0.4560
H 2.5926 -5.8040 -1.4784
H 0.9899 -5.2461 -0.9840
H 2.4117 -4.8606 0.0089
H 3.3198 -2.0107 -4.0988
H 1.4743 -2.1352 0.3862
H 0.1848 -2.8423 -0.3482
C -3.9743 1.4521 1.4403
C -3.7530 2.6175 2.3750
C -4.6743 2.8918 3.3790
C -4.5309 4.0040 4.2043
C -3.4676 4.8801 4.0293
C -2.5241 4.6273 3.0469
C -2.6736 3.4992 2.2287
Sb -1.2551 3.2252 0.6862
C -2.1079 4.1429 -1.0151
C -2.8200 5.3134 -0.7567
C -3.3434 6.0180 -1.8294
C -3.1559 5.5400 -3.1236
C -2.4595 4.3588 -3.3500
C -1.9202 3.6279 -2.2925
C -1.1446 2.3658 -2.5795
C 0.3484 4.3229 1.4746
C 0.6361 3.9869 2.8114
C 1.6399 4.6525 3.4881
C 2.3807 5.6241 2.8156
C 2.1031 5.9371 1.4895
C 1.0928 5.2954 0.7767
C 0.8281 5.7092 -0.6509
H -4.5796 0.6741 1.9089
H -3.0258 1.0126 1.1308
H -4.5039 1.7821 0.5383
H -5.5233 2.2275 3.5131
H -5.2568 4.1872 4.9888
H -3.3677 5.7595 4.6564
H -1.6965 5.3102 2.9184
H -2.9709 5.6756 0.2555
H -3.9002 6.9304 -1.6521
H -3.5629 6.0903 -3.9651
H -2.3284 3.9942 -4.3659
H -1.6375 1.7476 -3.3318
H -1.0560 1.7543 -1.6762
H -0.1392 2.5865 -2.9535
H 0.0528 3.2329 3.3313
H 1.8396 4.4260 4.5289
H 3.1853 6.1400 3.3304
H 2.6881 6.6995 0.9848
H 1.7434 6.0673 -1.1189
H 0.1011 6.5258 -0.6819
H 0.4359 4.8953 -1.2565
```